(1)
Below is an isolated molecule of C4H6N2O2 at a distorted geometry, with properties calculated with the ωB97M-V functional and the def2-TZVPD basis.

Summary:
SMILES = C1=NO[C@H]2C[C@@H]2ON1

Positions of all 14 atoms, in Å:
C (-1.387, 1.437, -0.441)
C (0.030, 0.907, -0.136)
C (0.941, -1.523, 0.365)
C (-1.103, 0.220, 0.090)
H (-1.903, 1.621, -1.476)
H (-1.368, 2.211, 0.372)
H (0.350, 1.199, 0.885)
H (2.537, -1.019, -0.931)
H (1.698, -2.167, 0.764)
H (-1.223, -0.504, -0.706)
N (1.793, -0.540, -0.175)
N (-0.181, -1.616, 1.059)
O (1.034, 0.492, -0.896)
O (-1.218, -0.719, 1.227)


(2)
Below is an isolated molecule of C4H6N2O2 at a distorted geometry, with properties calculated with the ωB97M-V functional and the def2-TZVPD basis.

Summary:
SMILES = [H]/N=C(/NC=O)[C@@H]1CO1

Positions of all 14 atoms, in Å:
C (-0.236, -0.363, -0.309)
C (1.538, -0.561, -2.246)
C (-0.692, 0.700, 0.747)
C (-0.384, 0.567, 2.237)
H (-1.773, -1.740, 0.281)
H (0.833, 1.199, -1.414)
H (2.476, -0.075, -2.483)
H (-1.020, 1.860, 0.532)
H (0.051, -0.384, 2.223)
H (-0.118, 1.406, 2.875)
N (-0.858, -1.478, -0.238)
N (0.862, 0.104, -1.186)
O (0.945, -1.554, -2.806)
O (-1.623, 0.320, 1.786)


(3)
Below is a structure of composition C4H6N2O2 at a distorted geometry, with properties calculated with the ωB97M-V functional and the def2-TZVPD basis.

Positions of all 14 atoms, in Å:
C (-0.621, 2.627, -0.845)
C (0.214, -0.405, 0.013)
C (1.180, -0.601, 2.210)
C (-0.479, -1.283, -0.893)
H (-1.007, 3.059, 0.062)
H (-1.185, 2.937, -1.806)
H (0.429, 2.795, -0.737)
H (0.149, -0.529, 3.292)
H (1.344, 0.829, 1.943)
H (2.319, -1.367, 2.200)
N (0.160, 0.798, 0.142)
N (-0.872, -2.225, -1.560)
O (-0.653, 1.208, -0.750)
O (0.800, -1.179, 1.008)


no.,orbital gap (eV)
1,9.57
2,10.01
3,9.56